DFT (ωB97M-V with the def2-TZVPD basis set) results for 10 unconnected molecules or ions with the total composition C13H47N15O10.

Geometry as XYZ:
```
85
Properties=species:S:1:pos:R:3:forces:R:3
C -11.607430 15.731286 3.911161 0.1 0.1 1.2
N -16.050540 15.022560 5.383455 0.1 0.9 0.7
O -11.311664 14.879797 3.066269 -0.1 0.1 -0.4
H -15.381598 15.330895 8.872285 0.0 0.2 0.5
H -15.987927 18.339508 4.886371 0.2 0.7 1.1
H -14.405091 15.521181 3.379501 0.1 0.2 -0.1
N -11.802253 16.141146 -0.344762 -0.6 0.5 -0.4
H -13.619926 18.354912 8.632072 -1.1 -0.3 0.3
H -16.832675 15.339437 5.948367 -0.3 -0.8 0.2
H -9.474027 12.695725 1.187575 -0.1 0.1 0.4
H -13.043078 22.487825 4.058328 0.2 0.3 0.0
H -17.722710 19.243621 6.628654 0.8 0.6 1.0
O -12.856025 17.654468 0.923272 -0.4 0.9 0.4
H -11.923993 15.485841 0.402428 0.6 0.0 0.0
C -12.883355 18.684840 6.863369 -0.6 -0.1 -0.3
H -14.939465 14.278152 6.914023 0.1 0.1 0.2
O -12.979721 18.989070 5.667468 0.3 -0.3 0.7
O -12.377282 14.441709 8.831477 -0.7 0.0 -0.2
H -5.835129 14.341863 4.720813 -0.2 0.1 0.2
H -17.994440 18.261111 8.194013 0.1 0.0 -0.1
H -12.396075 17.613825 4.364042 0.0 0.0 0.0
H -13.469612 13.553931 6.656966 0.5 -0.1 0.5
H -10.002002 14.289837 1.540346 0.0 0.2 -0.1
H -18.610912 17.937356 6.466027 -0.7 -0.6 1.0
C -15.441545 16.338307 5.016178 -2.1 -0.8 -0.7
C -17.805746 18.274008 7.129123 0.4 -0.7 -2.8
H -7.631702 15.130631 5.712179 0.1 0.6 -0.3
H -12.242687 13.706746 1.181053 -0.1 0.0 0.4
H -8.174621 15.235286 3.952828 -0.7 0.3 0.6
O -14.738211 11.851880 0.340226 1.2 0.2 0.1
N -13.106421 22.729562 3.087791 -0.2 0.2 -0.5
H -11.036844 11.701213 7.751576 0.3 0.5 0.3
H -10.530811 13.253076 6.889956 -0.6 0.1 0.5
H -11.997415 17.864906 -2.148023 0.1 0.1 0.1
C -13.559784 14.555339 8.464582 2.1 -0.8 -1.3
H -10.836643 18.551412 7.024571 -0.2 0.2 -0.2
C -14.028014 12.856371 0.481733 -1.1 -1.5 0.8
O -9.073662 15.109012 -0.762611 0.2 -0.7 0.1
N -11.426969 15.508789 5.249219 0.2 -0.2 -0.6
H -11.622001 18.092848 8.442309 -0.3 -0.1 0.0
H -11.610340 16.268954 5.877658 0.1 -0.4 0.4
N -9.657199 13.626947 0.859690 -0.6 -0.6 0.9
N -13.148412 20.527160 2.658130 0.3 -1.2 -1.1
C -12.339265 17.372555 -0.150382 0.3 -1.5 -0.4
C -13.093102 21.754489 2.115227 -0.3 1.6 0.9
H -12.458489 11.994550 1.346039 0.2 0.2 0.0
C -16.463018 17.458031 5.340017 1.7 0.0 -0.6
H -12.369690 17.067473 2.689150 -0.1 0.6 -0.2
H -14.879481 18.417164 7.348990 -0.1 -0.2 0.2
N -14.411936 15.323302 9.134849 -0.7 0.9 0.9
N -8.293579 12.964362 -0.794363 0.6 -0.5 -0.8
H -13.534602 20.363068 3.568845 0.3 -0.2 0.1
O -12.010134 12.105027 5.979768 -0.3 0.9 -0.2
N -12.135973 16.937525 3.662319 0.2 -0.3 -1.2
N -12.302344 18.167601 -1.243691 -0.4 1.0 0.7
O -13.056323 22.073839 0.937956 0.3 -0.8 -0.2
C -15.194504 16.253649 3.554623 0.9 0.6 -2.0
O -6.607504 14.077198 4.219395 -0.2 -0.7 0.2
H -12.455634 11.265508 6.106051 0.2 -0.1 0.2
H -11.229386 15.985559 -1.155682 0.3 -0.6 0.4
H -14.469592 16.472134 5.494957 -0.3 0.3 0.4
O -16.678216 17.418832 6.740409 -0.5 1.4 0.6
H -12.977465 23.655179 2.718253 -0.1 0.1 0.5
H -10.040381 11.735528 6.261111 0.2 -0.3 0.3
N -12.770229 12.878779 0.983524 0.1 -1.1 -0.3
H -17.407910 17.477513 4.786052 -0.2 -1.0 0.0
N -13.933942 18.469730 7.688148 0.7 0.4 -0.2
H -8.284719 12.046861 -0.391217 0.1 0.0 0.1
H -16.419186 14.656654 4.515810 -0.2 -0.3 0.2
H -7.624282 13.154561 -1.518641 -0.2 0.1 0.0
N -14.069958 13.978246 7.350539 -0.4 -0.3 -0.6
C -9.014178 13.981579 -0.264439 0.1 1.4 -0.4
H -13.990190 14.852054 0.108273 -0.2 0.1 -0.1
N -14.582222 14.054991 0.284879 -0.5 1.9 -0.6
H -11.100742 14.598474 5.515259 -0.1 0.1 0.3
H -12.929654 19.780698 2.011718 -0.5 -0.4 0.4
C -7.821180 14.611169 4.770845 0.9 0.2 0.0
H -14.912761 17.203878 3.090156 0.6 0.0 0.3
H -8.547447 13.859826 5.085816 0.1 -0.4 -0.6
N -11.704275 18.509976 7.533152 1.2 0.2 -0.6
C -10.854052 12.218605 6.812665 0.2 -1.1 -1.1
H -14.024160 15.655840 10.001844 -0.6 0.1 0.1
H -15.991089 15.969713 2.859278 -0.6 -0.3 0.8
H -12.592112 19.115318 -1.060214 0.1 0.0 -0.5
H -15.469008 14.003814 -0.189627 0.1 0.2 -0.1
```
Positions in Å, forces in eV/Å.

Its HOMO energy is -9.3 eV. As for the total energy: -57075.510 eV. The energy above the lowest of the compared OMol25 structures with the same formula, charge and spin comes out at 0.0 kcal per mole. The structure (SMILES) is COC[C@H](C)N.NC(N)=O.NC(N)=O.NC(N)=O.NC(N)=O.NC(N)=O.NC(N)=O.NC(N)=O.CO.CO. As for the gap between HOMO and LUMO: 9.5896 eV. As for the spin multiplicity: 1.


DFT (ωB97M-V with the def2-TZVPD basis set) results for C6H10O in the gas phase.

Geometry as XYZ:
```
17
Properties=species:S:1:pos:R:3:forces:R:3
H 0.189523 -1.708559 -1.145789 1.0 0.9 0.6
C 0.235304 -1.037580 -0.237145 -0.2 0.7 1.0
H -2.221246 -0.686129 1.056863 -0.1 0.1 -0.1
H -0.714407 0.527452 -1.315855 -0.1 -0.1 0.2
H 3.103932 1.072523 -0.835335 -0.6 -0.7 -0.3
C -2.197431 -0.223482 0.063589 -0.3 0.0 0.0
C 1.251623 0.336193 0.287005 -1.5 -1.8 -0.4
H -0.107281 2.098075 0.491475 0.1 0.0 0.0
C -0.777574 0.090429 -0.308579 -0.6 0.3 0.1
O 2.409778 0.148960 0.959177 0.1 -0.7 -0.3
H -0.226416 0.768972 1.688593 -0.1 0.1 -0.1
H -2.794289 0.691235 0.087273 -0.2 -0.1 0.0
H -2.642341 -0.922255 -0.650257 -0.1 0.1 0.1
C -0.011183 1.024165 0.643177 -0.2 0.3 0.0
H 1.911428 -0.713239 -0.876810 3.6 0.8 -1.3
C 2.450205 0.244308 -0.522525 -0.5 -0.1 0.2
H 0.140380 -1.711062 0.615147 -0.4 0.2 0.3
```
Positions in Å, forces in eV/Å.

Its HOMO energy is -9.2 eV. As for the total energy: -8426.990 eV. The energy above the lowest of the compared OMol25 structures with the same formula, charge and spin comes out at 98.0 kcal per mole. The structure (SMILES) is C[C@H]1C[C@]2(CO2)C1. As for the gap between HOMO and LUMO: 10.2212 eV. As for the spin multiplicity: 1.